DFT (wB97M-V/def2-TZVPD) results for a structure of composition C15H16Cl5IN3RhSe3Te at a distorted geometry.

Each line ends with the Löwdin spin population.
Geometry (Å):
Rh (0.044, 0.532, -0.716)  2.154
Se (-1.525, 1.861, 0.720)  0.543
Se (-0.584, 3.612, 1.734)  0.336
Te (1.974, 3.213, 1.737)  0.203
Se (2.262, 1.100, 0.556)  0.313
Cl (1.912, 3.721, -2.214)  0.006
C (0.279, 3.340, -2.637)  0.022
C (-0.249, 2.096, -2.310)  0.131
C (-1.535, 1.869, -2.793)  0.024
Cl (-2.245, 0.359, -2.322)  0.067
C (-2.270, 2.762, -3.554)  0.005
Cl (-3.845, 2.363, -4.127)  0.006
C (-1.712, 4.007, -3.829)  -0.002
Cl (-2.592, 5.158, -4.756)  -0.001
C (-0.438, 4.301, -3.357)  0.006
Cl (0.238, 5.854, -3.669)  0.004
I (-0.975, -3.028, -1.805)  0.008
C (0.951, -2.174, -2.044)  0.015
C (2.008, -3.066, -2.077)  0.000
C (3.277, -2.569, -2.329)  0.010
C (3.419, -1.211, -2.571)  -0.001
C (2.303, -0.404, -2.512)  0.013
N (1.072, -0.859, -2.217)  0.040
H (1.833, -4.121, -1.927)  0.000
H (4.123, -3.241, -2.368)  0.001
H (4.384, -0.789, -2.812)  0.000
H (2.362, 0.661, -2.699)  0.001
C (-2.327, -1.393, 3.112)  0.003
C (-0.822, -1.287, 3.374)  0.002
C (-0.231, -2.683, 3.593)  0.001
C (-0.576, -0.400, 4.591)  0.000
N (-0.199, -0.568, 2.248)  0.032
N (-0.247, -1.213, 0.981)  0.044
H (-2.849, -1.715, 4.014)  0.000
H (-2.558, -2.124, 2.333)  0.000
H (-2.717, -0.421, 2.809)  0.005
H (-0.700, -3.159, 4.456)  0.000
H (0.845, -2.634, 3.776)  0.000
H (-0.405, -3.327, 2.727)  0.000
H (-1.115, -0.787, 5.455)  0.000
H (-0.926, 0.611, 4.377)  0.000
H (0.488, -0.358, 4.833)  0.000
H (0.771, -0.350, 2.448)  0.004
H (-1.211, -1.474, 0.809)  0.002
H (0.308, -2.068, 0.967)  0.001

Computed properties:
total charge	0
2S+1	5
gap between HOMO and LUMO (alpha / beta)	6.4 / 5.5	eV
LUMO energy (alpha / beta)	-0.42 / -1.82	eV



DFT (wB97M-V/def2-TZVPD) results for an isolated molecule of C16H20N4O3S2.

Each line ends with the Löwdin charge.
Geometry (Å):
C (-0.905, -5.286, 0.768)  -0.097
H (-0.749, -4.816, 1.734)  0.066
H (-0.211, -6.117, 0.670)  0.073
C (-0.669, -4.281, -0.353)  -0.274
C (-1.629, -3.099, -0.264)  -0.467
C (-1.251, -2.121, 0.847)  -0.501
O (-0.470, -2.378, 1.726)  0.085
N (-1.955, -0.932, 0.768)  0.109
C (-1.365, 0.312, 0.982)  -0.220
C (-0.310, 0.484, 1.877)  0.002
C (0.397, 1.673, 1.873)  -0.049
C (0.031, 2.683, 1.008)  -0.309
C (-1.074, 2.561, 0.186)  -0.061
C (-1.779, 1.378, 0.177)  -0.003
H (-2.614, 1.247, -0.496)  0.123
H (-1.335, 3.376, -0.469)  0.121
S (1.064, 4.109, 0.817)  0.612
O (1.108, 4.454, -0.577)  -0.311
O (2.301, 3.901, 1.515)  -0.301
N (0.189, 5.313, 1.601)  -0.056
H (0.616, 5.573, 2.475)  0.065
H (0.044, 6.115, 1.010)  0.064
H (1.257, 1.817, 2.507)  0.116
H (-0.018, -0.332, 2.516)  0.112
H (-2.662, -0.912, 0.039)  0.103
H (-2.652, -3.454, -0.101)  0.118
S (-1.744, -2.184, -1.866)  1.017
C (-0.381, -1.083, -1.693)  -0.651
N (-0.399, 0.009, -2.432)  0.118
C (0.580, 0.886, -2.221)  -0.315
C (1.564, 0.643, -1.264)  0.035
C (1.502, -0.551, -0.557)  -0.297
N (0.514, -1.414, -0.785)  0.116
C (2.502, -0.942, 0.476)  -0.008
H (2.914, -0.061, 0.960)  0.082
H (3.315, -1.492, 0.002)  0.091
H (2.030, -1.594, 1.206)  0.077
H (2.335, 1.370, -1.071)  0.128
C (0.566, 2.140, -3.023)  -0.017
H (0.727, 3.000, -2.374)  0.054
H (1.375, 2.116, -3.752)  0.090
H (-0.379, 2.231, -3.549)  0.083
H (0.350, -3.896, -0.301)  0.103
H (-0.809, -4.769, -1.320)  0.100
H (-1.920, -5.678, 0.727)  0.073

Computed properties:
total charge	0
SMILES string	CC[C@H](Sc1nc(C)cc(C)n1)C(=O)Nc1ccc(S(N)(=O)=O)cc1
gap between HOMO and LUMO	9.2	eV
LUMO energy	0.47	eV



DFT (wB97M-V/def2-TZVPD) results for a structure of composition C22H19CuN4O4S2 at a distorted geometry.

Each line ends with the Löwdin spin population.
Geometry (Å):
Cu (10.616, 5.330, 7.959)  0.710
N (13.910, 4.808, 10.120)  0.013
C (15.016, 5.292, 9.322)  0.003
C (16.057, 5.938, 9.987)  0.000
C (17.095, 6.459, 9.225)  0.003
C (17.137, 6.328, 7.815)  0.000
C (16.044, 5.761, 7.185)  0.002
C (15.029, 5.175, 7.919)  0.004
S (13.611, 4.461, 7.207)  0.018
N (12.479, 4.852, 8.348)  0.073
C (12.698, 4.853, 9.618)  0.009
C (11.543, 4.799, 10.519)  0.001
C (11.609, 5.022, 11.874)  0.001
C (10.420, 5.032, 12.631)  -0.002
C (9.246, 4.796, 11.942)  0.002
C (9.249, 4.687, 10.573)  0.002
N (10.356, 4.695, 9.864)  0.036
H (13.989, 4.621, 11.099)  0.000
H (16.089, 5.966, 11.048)  0.000
H (17.937, 6.959, 9.698)  0.000
H (17.876, 6.753, 7.172)  0.000
H (16.000, 5.643, 6.082)  0.000
H (12.544, 5.262, 12.416)  0.000
H (10.440, 5.240, 13.680)  0.000
H (8.389, 4.835, 12.570)  0.000
H (8.352, 4.663, 9.971)  0.001
C (9.287, 5.705, 4.945)  0.000
C (8.338, 5.546, 6.149)  0.007
C (6.875, 5.759, 5.893)  0.003
O (8.766, 5.253, 7.274)  0.032
H (8.886, 5.290, 3.985)  0.000
H (10.280, 5.289, 5.031)  0.000
H (9.473, 6.777, 4.826)  0.000
H (6.626, 6.250, 4.943)  0.001
H (6.498, 6.397, 6.693)  0.000
H (6.445, 4.749, 5.908)  0.000
O (13.278, 7.564, 7.681)  0.000
C (12.156, 7.962, 7.769)  0.004
N (10.983, 7.211, 7.497)  0.063
S (9.621, 8.076, 7.920)  0.006
O (8.727, 8.152, 6.797)  0.001
O (9.055, 7.525, 9.131)  0.000
C (10.477, 9.558, 8.251)  0.003
C (9.980, 10.752, 8.648)  0.001
C (10.864, 11.800, 8.858)  0.000
C (12.273, 11.609, 8.709)  0.000
C (12.730, 10.381, 8.310)  0.000
C (11.822, 9.341, 8.163)  0.003
H (8.883, 10.914, 8.776)  0.000
H (10.528, 12.774, 9.169)  0.000
H (12.870, 12.454, 8.887)  0.000
H (13.764, 10.243, 8.078)  0.000

Computed properties:
total charge	+1
2S+1	2
gap between HOMO and LUMO (alpha / beta)	7.0 / 6.3	eV
LUMO energy (alpha / beta)	-3.66 / -4.41	eV



DFT (wB97M-V/def2-TZVPD) results for a structure of composition C31H51N11Ti at a distorted geometry.

Each line ends with the Löwdin spin population.
Geometry (Å):
Ti (0.534, -0.299, -0.091)  0.795
C (-0.161, -3.585, -2.763)  0.021
C (-0.246, -2.418, -1.842)  0.125
N (0.804, -1.843, -1.289)  -0.019
C (2.125, -2.421, -1.464)  -0.006
C (3.163, -1.651, -0.626)  0.002
N (2.569, -0.998, 0.568)  0.002
C (2.565, -1.859, 1.771)  0.001
C (1.292, -2.688, 1.810)  0.002
N (0.137, -1.797, 1.628)  0.006
C (-0.216, -1.015, 2.841)  0.011
C (0.048, 0.474, 2.551)  0.018
N (-0.497, 0.683, 1.218)  0.138
C (-1.837, 0.721, 1.071)  0.253
C (-2.773, 1.359, 2.048)  0.036
C (-2.298, -0.082, -0.010)  0.111
C (-3.624, -0.461, -0.276)  0.072
C (-3.850, -1.553, -1.093)  0.068
C (-2.789, -2.251, -1.672)  0.096
C (-1.492, -1.811, -1.431)  0.049
N (-1.270, -0.731, -0.639)  0.125
H (0.329, -4.439, -2.290)  0.006
H (0.423, -3.326, -3.650)  0.007
H (-1.148, -3.897, -3.090)  0.000
H (2.428, -2.403, -2.515)  -0.002
H (2.106, -3.476, -1.172)  -0.002
H (3.610, -0.877, -1.242)  0.000
H (3.964, -2.333, -0.331)  0.000
H (3.120, -0.173, 0.782)  0.001
H (2.623, -1.227, 2.659)  0.000
H (3.436, -2.519, 1.793)  0.000
H (1.238, -3.243, 2.751)  0.000
H (1.301, -3.413, 0.995)  0.000
H (-0.661, -2.367, 1.371)  0.001
H (0.336, -1.354, 3.721)  0.000
H (-1.279, -1.139, 3.048)  0.002
H (1.124, 0.672, 2.546)  0.001
H (-0.419, 1.087, 3.325)  0.001
H (-3.202, 0.633, 2.746)  0.013
H (-3.607, 1.817, 1.519)  0.006
H (-2.272, 2.133, 2.626)  0.002
H (-4.447, 0.043, 0.210)  0.003
H (-4.863, -1.899, -1.253)  0.002
H (-2.976, -3.132, -2.266)  0.004
C (3.670, 3.946, -1.532)  0.000
N (3.416, 2.511, -1.572)  0.003
C (4.383, 1.788, -2.383)  0.000
C (2.447, 1.968, -0.801)  0.004
N (1.586, 1.038, -1.184)  0.004
C (1.240, 0.985, -2.586)  0.003
C (2.040, 0.405, -3.566)  0.004
C (1.818, 0.627, -4.913)  0.000
C (0.831, 1.525, -5.294)  0.006
C (-0.032, 2.035, -4.346)  -0.001
C (0.067, 1.682, -2.986)  0.006
N (-0.840, 2.099, -2.034)  0.002
C (-2.067, 2.465, -2.355)  0.001
N (-2.810, 1.983, -3.399)  0.000
C (-2.556, 0.710, -4.039)  0.000
C (-3.720, 2.822, -4.168)  0.000
N (-2.698, 3.359, -1.543)  0.003
C (-1.941, 4.284, -0.718)  0.001
C (-4.140, 3.465, -1.423)  0.000
N (2.381, 2.406, 0.511)  0.004
C (3.603, 2.851, 1.178)  0.000
C (1.211, 3.191, 0.915)  0.003
H (3.696, 4.310, -2.560)  0.000
H (4.628, 4.185, -1.064)  0.000
H (2.868, 4.471, -1.017)  0.000
H (4.267, 2.002, -3.445)  0.000
H (4.297, 0.720, -2.223)  0.000
H (5.387, 2.093, -2.076)  0.000
H (2.858, -0.245, -3.285)  0.000
H (2.458, 0.167, -5.653)  0.000
H (0.722, 1.808, -6.332)  0.000
H (-0.801, 2.739, -4.635)  0.000
H (-3.499, 0.162, -4.114)  0.000
H (-2.153, 0.840, -5.046)  0.000
H (-1.852, 0.127, -3.461)  0.000
H (-3.655, 3.862, -3.861)  0.000
H (-4.755, 2.481, -4.082)  0.000
H (-3.440, 2.764, -5.223)  0.000
H (-2.280, 4.232, 0.319)  0.000
H (-2.070, 5.309, -1.075)  0.000
H (-0.892, 4.017, -0.770)  0.000
H (-4.621, 2.586, -1.842)  0.000
H (-4.534, 4.361, -1.908)  0.000
H (-4.406, 3.530, -0.365)  0.000
H (4.476, 2.365, 0.747)  0.000
H (3.742, 3.933, 1.127)  0.000
H (3.532, 2.577, 2.232)  0.000
H (1.360, 4.247, 0.666)  0.000
H (1.078, 3.120, 1.994)  0.000
H (0.327, 2.817, 0.411)  0.002

Computed properties:
total charge	+2
2S+1	3
gap between HOMO and LUMO (alpha / beta)	5.9 / 6.2	eV
LUMO energy (alpha / beta)	-5.63 / -6.05	eV



In kJ/mol, the ΔE to the lowest compared entry with this formula, charge and spin values for the records above are, in order, 52.44 0.00 55.03 13.18.